No. 1
ORCA calculation (ωB97M-V/def2-TZVPD) on 3 unconnected molecules or ions with the total composition C14H34N2O2PS2 at a distorted geometry.

The geometry in ORCA input format:
```
! RIJCOSX wB97M-V def2-TZVPD def2/J DEFGRID3
* xyz 1 1
C -2.223 -2.333 3.621
C -1.991 -1.369 2.896
S -2.139 -0.044 1.647
P -1.094 -0.830 -0.123
O -2.227 -0.807 -1.361
O -0.455 -2.367 0.170
S 0.370 0.370 -0.452
H -2.560 -3.298 4.104
H -3.496 0.128 1.328
H -2.991 -0.246 -1.095
H -1.202 -2.952 0.439
C 5.303 -5.726 0.752
C 4.032 -5.126 0.166
N 4.192 -3.764 -0.329
C 2.926 -3.116 -0.646
C 2.092 -3.699 -1.788
C 5.258 -3.556 -1.303
C 5.200 -4.365 -2.601
H 5.699 -5.102 1.556
H 5.087 -6.713 1.168
H 6.082 -5.858 -0.003
H 3.284 -5.120 0.966
H 3.650 -5.800 -0.613
H 3.106 -2.055 -0.851
H 2.307 -3.124 0.260
H 2.505 -3.443 -2.763
H 1.082 -3.280 -1.756
H 1.996 -4.784 -1.722
H 6.214 -3.767 -0.815
H 5.317 -2.492 -1.553
H 4.936 -5.410 -2.434
H 6.182 -4.351 -3.082
H 4.496 -3.934 -3.313
C -5.015 4.885 2.183
C -3.660 4.434 1.654
N -3.620 4.248 0.208
C -2.411 3.577 -0.251
C -1.076 4.296 -0.056
C -4.042 5.390 -0.599
C -3.278 6.703 -0.422
H -5.804 4.187 1.895
H -4.988 4.929 3.275
H -5.284 5.882 1.828
H -3.433 3.475 2.135
H -2.895 5.143 1.994
H -2.520 3.323 -1.311
H -2.351 2.608 0.265
H -0.942 5.099 -0.779
H -0.253 3.592 -0.212
H -0.964 4.706 0.949
H -5.099 5.583 -0.394
H -4.024 5.111 -1.658
H -3.077 6.937 0.624
H -3.869 7.526 -0.831
H -2.333 6.696 -0.966
*
```

Calculated values
**Lowest unoccupied orbital energy**: -0.193 hartree
**Maximum force**: 5.0 eV/Å
**Frontier orbital gap**: 4.62 eV

---

No. 2
ORCA calculation (ωB97M-V/def2-TZVPD) on a molecular structure, C14H34N3OPS4Zr at a distorted geometry.

The geometry in ORCA input format:
```
! RIJCOSX wB97M-V def2-TZVPD def2/J DEFGRID3
* xyz 4 1
Zr -0.139 -0.635 0.158
C -3.168 1.301 0.498
C -3.154 0.504 1.786
S -2.343 -1.151 1.587
C -1.750 -1.449 3.315
C -0.581 -2.409 3.362
S 0.863 -1.872 2.356
C 1.590 -0.502 3.375
C 2.388 0.474 2.530
S 1.521 1.206 1.081
C 0.175 2.188 1.902
C -0.716 2.824 0.850
S -1.526 1.616 -0.274
H -3.648 2.270 0.672
H -3.747 0.800 -0.284
H -4.189 0.313 2.091
H -2.657 1.038 2.598
H -2.589 -1.877 3.874
H -1.506 -0.478 3.755
H -0.846 -3.401 2.982
H -0.246 -2.536 4.397
H 2.281 -0.972 4.085
H 0.794 -0.020 3.944
H 3.280 0.000 2.105
H 2.728 1.305 3.156
H 0.654 2.992 2.471
H -0.375 1.539 2.596
H -0.125 3.471 0.192
H -1.490 3.446 1.312
C -2.008 -1.601 -2.285
N -0.899 -1.576 -3.226
C -1.173 -2.306 -4.470
P 0.627 -1.036 -2.866
O 0.476 -0.148 -1.587
N 1.605 -2.279 -2.285
C 1.560 -2.628 -0.881
C 2.030 -3.336 -3.206
N 1.350 -0.323 -4.132
C 0.683 0.224 -5.306
C 2.778 -0.029 -4.065
H -2.843 -1.006 -2.677
H -1.700 -1.182 -1.287
H -2.377 -2.629 -2.154
H -1.998 -1.837 -5.009
H -1.445 -3.344 -4.264
H -0.292 -2.301 -5.105
H 0.497 -2.776 -0.489
H 2.121 -1.877 -0.273
H 2.071 -3.590 -0.754
H 2.005 -2.955 -4.225
H 1.384 -4.215 -3.146
H 3.056 -3.633 -2.982
H -0.395 0.128 -5.232
H 1.030 -0.288 -6.207
H 0.931 1.282 -5.423
H 3.208 -0.398 -3.137
H 2.942 1.048 -4.128
H 3.300 -0.489 -4.905
*
```

Calculated values
**Lowest unoccupied orbital energy**: -0.551 hartree
**Maximum force**: 2.9 eV/Å
**Frontier orbital gap**: 5.96 eV

---

No. 3
ORCA calculation (ωB97M-V/def2-TZVPD) on 3 unconnected molecules or ions with the total composition C14H35ClN2O at a distorted geometry.

The geometry in ORCA input format:
```
! RIJCOSX wB97M-V def2-TZVPD def2/J DEFGRID3
* xyz 0 1
C -1.345 2.083 3.994
C -1.065 0.602 3.583
N 0.017 0.309 2.648
C -0.250 0.813 1.228
C 1.273 1.015 3.064
C 1.884 0.538 4.470
C 0.307 -1.182 2.571
C -0.871 -2.011 1.887
O -0.616 -3.384 1.887
C 0.486 -3.763 0.991
H -2.108 1.931 4.665
H -1.440 2.705 3.181
H -0.652 2.287 4.730
H -2.033 0.258 3.106
H -1.058 -0.104 4.505
H -0.502 1.980 1.145
H -1.199 0.554 0.970
H 0.463 0.416 0.654
H 1.413 2.094 2.971
H 2.170 1.004 2.366
H 1.977 -0.493 4.395
H 1.308 0.769 5.206
H 2.795 1.012 4.701
H 0.525 -1.749 3.389
H 1.212 -1.286 2.067
H -0.771 -1.620 0.803
H -1.827 -1.937 2.465
H 1.416 -3.412 1.472
H 0.386 -3.367 0.094
H 0.586 -4.795 0.857
Cl 2.632 -1.039 -0.399
C -2.768 0.494 -4.360
C -1.700 0.819 -3.204
N -0.293 0.754 -3.735
C 0.713 1.663 -3.187
C 1.243 1.201 -1.788
C 0.160 -0.662 -3.961
C 0.891 -0.734 -5.313
H -2.371 0.707 -5.166
H -3.716 0.988 -4.152
H -2.874 -0.543 -4.481
H -1.923 0.079 -2.468
H -1.929 1.941 -2.896
H 0.344 2.545 -2.927
H 1.521 1.759 -3.993
H 1.851 1.983 -1.410
H 1.974 0.544 -1.660
H 0.544 0.937 -0.942
H -0.668 -1.516 -3.767
H 0.923 -0.876 -3.178
H 1.909 -0.226 -5.614
H 0.027 -0.359 -6.002
H 1.045 -1.747 -5.460
*
```

Calculated values
**Lowest unoccupied orbital energy**: 0.000 hartree
**Maximum force**: 9.3 eV/Å
**Frontier orbital gap**: 7.14 eV

---

No. 4
ORCA calculation (ωB97M-V/def2-TZVPD) on a molecular structure, C14H35CrN3S2 at a distorted geometry.

The geometry in ORCA input format:
```
! RIJCOSX wB97M-V def2-TZVPD def2/J DEFGRID3
* xyz 3 4
Cr 0.033 -0.032 -0.057
S -0.862 2.268 -0.330
S -0.558 -2.437 -0.379
C -2.702 2.181 -0.557
C -0.446 2.312 -2.144
C -0.927 1.083 -2.853
N -0.315 -0.118 -2.198
C -0.920 -1.321 -2.867
C -0.401 -2.569 -2.219
H 0.645 2.409 -2.192
H -0.926 3.211 -2.536
H -0.662 1.138 -3.922
H -2.020 0.987 -2.826
H -0.672 -1.363 -3.944
H -2.012 -1.257 -2.795
H 0.673 -2.698 -2.396
H -0.946 -3.451 -2.574
C -2.423 -2.440 -0.321
H 0.684 -0.142 -2.480
H -2.788 -1.463 -0.668
H -2.708 -2.599 0.727
H -2.832 -3.259 -0.935
H -3.102 2.515 0.408
H -3.099 1.181 -0.794
H -2.972 2.909 -1.339
C 2.942 -0.040 -1.768
C 4.045 0.088 -0.997
H 2.541 0.804 -2.338
H 2.525 -1.010 -2.079
H 4.541 1.044 -0.810
H 4.632 -0.758 -0.644
C -0.665 -1.381 2.720
N -0.852 -0.054 2.095
C -2.275 0.270 2.197
C -0.100 0.912 2.982
C 1.361 0.584 2.874
N 1.639 0.312 1.415
C 2.158 1.559 0.818
C 2.364 -0.965 1.276
H -1.234 -2.143 2.168
H -1.016 -1.317 3.769
H 0.400 -1.647 2.730
H -2.491 1.271 1.834
H -2.886 -0.456 1.650
H -2.572 0.290 3.245
H -0.259 1.935 2.617
H -0.489 0.802 4.011
H 1.962 1.437 3.203
H 1.657 -0.267 3.501
H 3.115 1.864 1.278
H 2.240 1.457 -0.267
H 1.391 2.325 1.000
H 1.714 -1.797 1.588
H 2.592 -1.169 0.231
H 3.275 -0.992 1.893
*
```

Calculated values
**Lowest unoccupied orbital energy (spin up / spin down)**: -0.463 / -0.383 hartree
**Maximum force**: 2.3 eV/Å
**<S²>**: 3.99
**Frontier orbital gap (spin up / spin down)**: 6.71 / 8.90 eV

---

No. 5
ORCA calculation (ωB97M-V/def2-TZVPD) on 3 unconnected molecules or ions with the total composition C14H35FN2O4S at a distorted geometry.

The geometry in ORCA input format:
```
! RIJCOSX wB97M-V def2-TZVPD def2/J DEFGRID3
* xyz 0 1
C 3.544 1.323 -0.560
C 2.405 1.988 -1.305
C 2.065 1.387 -2.677
C 2.165 -0.132 -2.743
C 0.894 -0.807 -3.327
C 0.131 -1.474 -2.184
N -0.221 -0.370 -1.235
N -1.536 0.079 -1.531
C -1.724 1.512 -1.277
C -3.050 1.937 -1.881
S -0.029 -0.828 0.376
O 0.111 0.353 1.136
O 1.008 -1.766 0.566
F -1.368 -1.488 0.875
H 4.432 1.158 -1.163
H 3.772 1.899 0.326
H 3.220 0.350 -0.200
H 1.513 2.031 -0.688
H 2.693 3.024 -1.472
H 1.073 1.735 -2.942
H 2.735 1.815 -3.418
H 2.299 -0.566 -1.763
H 3.026 -0.461 -3.312
H 1.115 -1.511 -4.120
H 0.255 -0.024 -3.724
H -0.790 -1.897 -2.568
H 0.786 -2.210 -1.741
H -2.249 -0.490 -1.086
H -1.696 1.723 -0.214
H -0.933 2.027 -1.804
H -3.797 1.154 -1.820
H -3.425 2.790 -1.324
H -2.934 2.263 -2.905
C 2.118 3.457 4.254
C 2.231 3.861 2.792
C 0.898 4.357 2.250
O 2.690 2.759 2.013
H 1.399 2.641 4.370
H 3.078 3.100 4.627
H 1.793 4.295 4.874
H 2.984 4.644 2.687
H 0.146 3.566 2.307
H 0.995 4.640 1.201
H 0.537 5.220 2.812
H 2.035 2.052 2.090
C -3.197 -5.159 -0.015
C -2.689 -5.526 1.372
C -3.615 -4.999 2.458
O -1.373 -5.013 1.560
H -3.241 -4.072 -0.128
H -2.523 -5.540 -0.781
H -4.194 -5.565 -0.194
H -2.607 -6.610 1.456
H -3.671 -3.908 2.416
H -3.237 -5.267 3.445
H -4.624 -5.401 2.350
H -1.420 -4.053 1.490
*
```

Calculated values
**SMILES**: CCCCCCN(NCC)S(=O)(=O)F.CC(C)O.CC(C)O
**Lowest unoccupied orbital energy**: 0.015 hartree
**Maximum force**: 2.6 eV/Å
**Frontier orbital gap**: 10.46 eV

---

No. 6
ORCA calculation (ωB97M-V/def2-TZVPD) on 3 unconnected molecules or ions with the total composition C14H35FN2OSSi at a distorted geometry.

The geometry in ORCA input format:
```
! RIJCOSX wB97M-V def2-TZVPD def2/J DEFGRID3
* xyz 0 1
O 0.696 -1.511 -1.650
C 0.404 -0.431 -1.394
F 1.154 0.274 -0.549
C -0.767 0.299 -1.987
Si -2.297 -0.833 -2.076
S -3.842 -0.329 -0.688
H -0.942 1.207 -1.411
H -0.430 0.598 -2.979
H -1.872 -2.208 -1.800
H -2.793 -0.779 -3.467
H -4.353 0.857 -1.079
C 6.400 0.975 -2.697
C 5.368 -0.144 -2.650
N 4.533 -0.201 -3.834
C 3.360 -1.045 -3.673
C 3.577 -2.542 -3.441
C 5.236 -0.328 -5.099
C 6.183 -1.520 -5.281
H 5.926 1.935 -2.905
H 6.907 1.050 -1.734
H 7.165 0.794 -3.454
H 4.723 0.038 -1.786
H 5.885 -1.096 -2.458
H 2.706 -0.913 -4.541
H 2.787 -0.655 -2.828
H 3.898 -3.052 -4.349
H 2.636 -3.003 -3.134
H 4.306 -2.736 -2.654
H 5.814 0.587 -5.258
H 4.503 -0.329 -5.910
H 6.844 -1.658 -4.424
H 6.816 -1.352 -6.155
H 5.642 -2.449 -5.453
C -6.816 1.081 5.115
C -5.612 0.388 4.493
N -4.604 1.314 4.013
C -3.613 0.693 3.150
C -2.704 -0.382 3.756
C -4.091 2.254 4.994
C -3.465 1.689 6.274
H -7.238 1.820 4.432
H -7.591 0.347 5.338
H -6.562 1.580 6.052
H -5.971 -0.197 3.642
H -5.204 -0.333 5.218
H -2.987 1.474 2.707
H -4.143 0.245 2.304
H -1.954 0.046 4.420
H -2.165 -0.897 2.958
H -3.268 -1.136 4.307
H -4.909 2.920 5.285
H -3.367 2.912 4.505
H -4.082 0.912 6.729
H -3.357 2.489 7.011
H -2.471 1.282 6.099
*
```

Calculated values
**SMILES**: O=C(F)C[SiH2]S.CCN(CC)CC.CCN(CC)CC
**Lowest unoccupied orbital energy**: 0.016 hartree
**Maximum force**: 4.2 eV/Å
**Frontier orbital gap**: 8.44 eV